No. 1
# C37H31Br3F6

A structure of composition C37H31Br3F6 at a distorted geometry (ωB97M-V with the def2-TZVPD basis set, the OMol25 dataset).

The geometry in XYZ format:
```
77
Properties=species:S:1:pos:R:3:forces:R:3
F 0.863 5.159 1.376 0.69 0.20 -0.44
C -0.274 4.635 1.812 -2.04 -0.22 0.66
C -1.335 5.490 2.143 -0.08 -0.21 -0.40
C -2.503 4.946 2.678 0.66 0.08 -0.31
C -2.629 3.577 2.793 -0.01 0.32 1.15
C -1.563 2.734 2.546 -0.18 0.51 -0.15
C -0.388 3.265 2.000 0.27 -0.08 0.57
H -1.289 6.543 1.909 0.31 0.14 0.29
H -3.277 5.549 3.129 -0.08 0.36 -0.46
H -3.496 3.241 3.341 -0.13 -0.44 -0.22
H -1.724 1.728 2.906 0.64 -0.29 -0.52
H 0.512 2.683 1.868 -0.04 -0.29 -0.14
F 1.160 2.112 -3.403 -0.11 -0.08 0.18
C 1.636 3.367 -3.437 1.11 0.85 -1.36
C 2.629 3.666 -4.405 -0.72 0.29 1.16
C 3.086 4.976 -4.447 -0.87 0.23 1.11
C 2.578 5.931 -3.498 1.47 -0.36 -1.91
C 1.685 5.576 -2.536 -0.47 0.40 0.30
C 1.154 4.311 -2.553 -0.03 -2.35 0.11
H 3.052 2.880 -5.012 -0.13 0.00 -0.15
H 3.841 5.219 -5.180 0.01 0.34 0.05
H 2.903 6.958 -3.562 0.23 0.02 0.05
H 1.392 6.297 -1.788 -0.18 0.01 0.02
H 0.471 3.848 -1.856 -0.34 0.67 0.43
F 3.900 -1.554 -0.683 0.37 1.37 -0.57
C 4.194 -0.295 -1.191 -0.07 -0.20 0.88
C 3.616 0.835 -0.598 -0.51 -0.68 -0.81
C 3.855 2.085 -1.150 0.57 0.32 0.64
C 4.731 2.255 -2.205 0.88 -0.73 -0.27
C 5.366 1.129 -2.726 -0.73 0.17 0.36
C 5.113 -0.146 -2.209 0.59 0.42 -0.57
H 2.871 0.734 0.178 0.20 -0.19 0.23
H 3.494 2.968 -0.643 -0.42 0.02 -0.04
H 5.067 3.221 -2.551 -0.44 0.19 -0.03
H 6.045 1.229 -3.560 0.21 -0.01 0.08
H 5.769 -0.898 -2.621 -0.54 -0.68 0.22
F 3.021 -4.706 3.625 -0.23 0.32 -0.46
C 1.964 -4.214 2.922 0.83 0.50 -0.77
C 2.091 -3.793 1.604 0.13 -0.28 0.39
C 0.934 -3.418 0.918 0.58 -0.83 0.33
C -0.289 -3.497 1.548 -1.36 0.20 1.12
C -0.400 -3.783 2.938 1.06 0.81 -1.67
C 0.776 -4.088 3.574 -0.59 -1.12 1.47
H 3.040 -3.794 1.088 0.13 -0.06 0.11
H 1.066 -3.210 -0.133 -0.41 0.28 -0.06
H -1.206 -3.315 1.007 0.08 0.12 -0.13
H -1.284 -3.673 3.549 -0.33 -0.23 -0.46
H 0.727 -4.423 4.600 0.18 0.18 0.27
F -1.568 0.332 0.878 -0.05 -0.34 -0.17
C -1.028 -0.361 -0.153 0.39 0.04 -0.73
C 0.133 0.130 -0.733 0.31 0.74 0.67
C 0.763 -0.534 -1.765 -0.85 -0.14 0.18
C 0.122 -1.663 -2.223 0.93 -0.85 -1.46
C -1.057 -2.141 -1.726 -0.68 0.04 0.86
C -1.648 -1.489 -0.654 -0.35 0.48 0.36
H 0.545 1.055 -0.359 0.00 0.12 0.17
H 1.668 -0.182 -2.237 -0.05 0.10 0.15
H 0.560 -2.219 -3.039 0.16 -0.04 -0.18
H -1.514 -3.039 -2.115 0.04 0.11 -0.09
H -2.583 -1.804 -0.214 -0.04 -0.18 -0.02
F -6.792 -2.458 1.312 0.18 -0.05 -0.15
C -5.798 -2.462 2.215 -0.28 -0.28 1.28
C -4.537 -2.006 1.914 -0.44 1.33 -0.66
C -3.614 -1.943 2.919 1.13 1.23 -0.95
C -3.905 -2.276 4.183 1.61 -0.73 1.79
C -5.124 -2.736 4.530 -1.45 -1.27 -0.56
C -6.087 -2.870 3.521 -0.06 0.04 0.28
H -4.330 -1.356 1.076 -0.20 -0.61 -0.71
H -2.664 -1.446 2.788 0.20 -0.15 -0.60
H -3.078 -2.293 4.878 -0.11 0.29 0.43
H -5.269 -3.149 5.517 -0.41 0.23 0.10
H -7.054 -3.271 3.787 -0.17 0.03 -0.26
C -1.928 -6.110 -3.615 0.68 0.46 -0.28
Br -1.169 -7.021 -5.184 -0.47 0.57 0.54
Br -3.000 -4.461 -4.118 0.96 -1.58 0.48
Br -0.434 -5.706 -2.351 -1.08 -0.12 -0.72
H -2.555 -6.861 -3.133 -0.08 0.57 -0.05
```
Forces are in eV/Å.

* HOMO: -0.331 Ha
* Kohn-Sham gap: 8.396 eV
* strongest force on any atom: 2.519 eV/Å
* ΔE to the lowest compared entry with this formula, charge and spin: 5.39 kcal per mole
* E_LUMO: -0.615 eV



No. 2
# C37H31Br4F48N3O8PS

A cluster of 7 separate species, C37H31Br4F48N3O8PS in total at a distorted geometry (ωB97M-V with the def2-TZVPD basis set, the OMol25 dataset).

The geometry in XYZ format:
```
133
Properties=species:S:1:pos:R:3:forces:R:3
C 0.750 -5.814 -0.487 0.02 0.01 -1.19
C 0.275 -4.407 -0.916 -0.33 -0.29 1.34
Br -1.341 -4.042 0.154 0.05 0.00 -0.20
C 1.311 -3.326 -0.573 -0.30 -0.11 -0.61
Br 0.538 -1.537 -0.805 0.12 -0.16 -0.23
C 2.590 -3.367 -1.368 0.18 0.37 0.09
N 3.002 -4.154 -2.361 -0.09 -0.53 0.02
N 2.237 -5.176 -2.969 -0.17 0.61 0.13
C 1.477 -4.673 -3.817 0.08 -0.09 -0.59
S 0.603 -4.081 -4.927 -0.09 -0.22 0.27
C 4.299 -3.860 -2.783 -0.52 0.01 0.02
P 5.426 -4.608 -4.046 0.83 -0.04 0.00
O 5.946 -5.922 -3.225 -0.38 0.53 0.02
Br 4.131 -5.485 -5.634 -0.16 0.09 0.22
C 4.662 -2.791 -2.007 0.28 -0.58 -0.87
O 5.813 -2.115 -2.035 -0.62 0.18 0.28
N 3.621 -2.515 -1.159 0.28 0.41 0.61
Br 3.744 -1.126 0.061 0.26 -0.24 -0.16
H 0.125 -6.238 0.287 0.22 0.11 0.32
H 1.810 -5.827 -0.235 -0.02 -0.02 0.31
H 0.650 -6.465 -1.354 0.02 -0.15 0.06
H -0.076 -4.368 -1.938 0.08 0.17 -0.07
H 1.584 -3.455 0.474 -0.06 0.26 0.12
H 5.453 -6.076 -2.410 0.05 -0.37 -0.05
H 5.776 -1.474 -2.766 0.42 -0.02 -0.06
C -0.996 2.969 1.344 -0.08 0.14 -0.43
C -0.952 3.256 2.853 0.19 -0.59 0.05
C -0.205 4.490 3.372 0.04 0.18 0.32
F 1.111 4.468 3.056 -0.03 -0.23 -0.26
F -0.297 4.506 4.721 -0.02 -0.11 -0.03
F -0.516 2.138 3.479 -0.05 0.16 0.17
F -2.240 3.458 3.239 -0.15 0.11 -0.11
O -0.081 1.982 0.853 0.22 -0.05 0.11
C 1.224 2.144 0.488 -0.44 0.30 0.09
C 2.095 1.319 1.451 0.30 -0.17 0.33
F 1.896 1.687 2.719 0.14 0.22 -0.04
F 3.442 1.454 1.192 -0.41 0.02 -0.25
F 1.618 3.425 0.385 -0.15 -0.08 0.25
F 1.374 1.595 -0.749 0.07 -0.01 0.06
H -1.966 2.505 1.174 0.02 -0.05 0.08
H -1.003 3.881 0.752 0.34 0.09 0.03
H -0.652 5.401 2.985 -0.06 -0.02 -0.02
H 1.838 0.263 1.348 -0.16 0.06 -0.07
C 5.059 2.304 -4.707 -0.49 -0.20 -0.71
C 4.861 3.650 -4.009 -0.12 -0.24 0.51
C 6.018 4.648 -4.070 0.11 0.25 -0.10
F 7.134 4.154 -3.497 -0.04 -0.06 -0.09
F 5.663 5.750 -3.390 -0.14 0.24 0.12
F 4.477 3.443 -2.726 0.06 0.09 -0.15
F 3.813 4.258 -4.635 0.16 0.12 -0.13
O 5.449 1.217 -3.888 0.17 0.01 0.44
C 6.765 1.002 -3.588 -0.08 0.39 -0.41
C 7.030 1.184 -2.091 0.12 -0.03 0.55
F 6.655 2.404 -1.673 0.02 -0.13 -0.07
F 8.344 1.033 -1.836 0.01 -0.09 -0.15
F 7.583 1.731 -4.349 0.09 -0.14 0.08
F 7.018 -0.312 -3.870 -0.03 -0.20 0.08
H 4.070 2.019 -5.064 -0.06 0.05 0.08
H 5.678 2.391 -5.599 0.21 0.12 0.15
H 6.236 4.925 -5.105 -0.01 -0.06 -0.03
H 6.465 0.432 -1.530 0.02 -0.01 0.01
C -5.987 -7.935 2.478 0.23 -0.64 0.33
C -7.059 -7.632 1.421 -0.14 0.47 0.38
C -6.611 -7.441 -0.031 -0.07 -0.11 -0.30
F -5.759 -6.401 -0.168 0.03 -0.01 0.16
F -7.696 -7.185 -0.792 0.00 -0.02 0.06
F -7.805 -6.583 1.822 0.05 0.03 -0.10
F -7.880 -8.721 1.399 0.12 -0.16 -0.10
O -5.505 -6.874 3.284 -0.26 0.48 -0.32
C -4.491 -6.049 2.890 -0.07 -0.57 0.03
C -4.966 -4.602 2.717 -0.24 0.35 -0.13
F -5.978 -4.529 1.832 0.13 -0.16 -0.13
F -3.940 -3.850 2.244 0.13 -0.10 0.01
F -3.862 -6.513 1.791 -0.03 0.14 -0.08
F -3.570 -6.052 3.887 0.11 0.10 0.02
H -6.490 -8.582 3.195 -0.08 0.03 -0.01
H -5.172 -8.530 2.064 0.03 0.16 -0.21
H -6.129 -8.349 -0.405 0.02 0.00 0.05
H -5.304 -4.191 3.661 0.01 -0.09 0.10
C -0.113 0.744 -5.062 0.39 -0.51 -0.40
C -1.408 0.806 -4.237 0.36 0.33 0.36
C -2.678 1.343 -4.903 -0.33 -0.09 -0.07
F -2.530 2.617 -5.309 0.19 0.00 0.03
F -3.681 1.307 -4.000 0.06 -0.04 0.02
F -1.169 1.463 -3.083 -0.07 0.03 0.00
F -1.690 -0.492 -3.902 -0.06 -0.07 -0.18
O 0.843 1.776 -4.915 -0.35 0.38 0.40
C 0.773 2.950 -5.632 0.01 -0.55 -0.29
C 0.545 4.169 -4.731 0.16 0.23 0.17
F -0.570 4.018 -3.992 -0.13 -0.07 -0.02
F 0.405 5.261 -5.506 0.00 0.00 -0.07
F -0.133 2.869 -6.619 -0.10 0.10 0.10
F 1.980 3.114 -6.218 0.01 0.04 -0.08
H 0.407 -0.131 -4.675 -0.03 0.01 0.09
H -0.314 0.528 -6.112 -0.21 0.20 -0.01
H -2.955 0.722 -5.760 0.04 0.00 0.00
H 1.397 4.304 -4.062 0.05 -0.05 -0.04
C 0.519 8.270 -0.010 0.71 0.17 0.17
C -0.642 7.281 0.138 -0.41 0.55 0.15
C -0.918 6.317 -1.017 -0.08 -0.32 -0.21
F -1.223 6.957 -2.159 0.06 0.10 0.17
F -1.979 5.533 -0.687 0.11 0.05 0.07
F -1.756 7.952 0.479 -0.10 -0.12 -0.10
F -0.342 6.468 1.211 0.25 0.02 -0.36
O 0.206 9.597 -0.393 -0.53 -0.21 0.02
C 0.043 9.993 -1.698 0.36 -0.06 0.29
C -1.388 10.461 -1.979 -0.25 0.23 -0.01
F -2.280 9.497 -1.676 0.09 -0.08 -0.07
F -1.502 10.752 -3.292 0.05 -0.02 0.03
F 0.436 9.049 -2.560 -0.01 -0.29 -0.19
F 0.845 11.061 -1.888 0.01 0.10 -0.03
H 0.912 8.390 0.999 -0.07 -0.03 0.04
H 1.337 7.847 -0.596 -0.18 -0.03 -0.23
H -0.050 5.672 -1.188 0.00 0.03 0.02
H -1.614 11.351 -1.386 0.05 0.00 0.00
C -3.322 -4.917 8.822 0.17 -0.68 0.30
C -4.158 -4.441 7.624 -0.22 0.41 0.43
C -3.426 -4.048 6.340 0.10 -0.01 -0.29
F -2.583 -3.015 6.521 -0.04 0.00 0.16
F -4.351 -3.661 5.419 0.09 0.02 0.27
F -4.982 -3.447 8.012 0.06 0.04 -0.08
F -4.947 -5.499 7.272 0.14 -0.14 -0.12
O -3.024 -3.996 9.852 -0.22 0.54 -0.35
C -1.946 -3.151 9.789 0.04 -0.55 0.05
C -2.370 -1.679 9.728 -0.07 0.27 0.09
F -3.187 -1.452 8.681 0.08 -0.08 -0.06
F -1.267 -0.912 9.581 0.01 -0.05 0.00
F -1.111 -3.480 8.784 -0.06 0.13 -0.10
F -1.256 -3.307 10.937 0.06 0.07 0.07
H -3.957 -5.650 9.317 -0.08 0.03 -0.02
H -2.434 -5.463 8.500 0.06 0.18 -0.18
H -2.868 -4.895 5.935 -0.04 -0.05 0.02
H -2.887 -1.402 10.648 0.03 -0.05 0.02
```
Forces are in eV/Å.

* HOMO: -0.463 Ha
* Kohn-Sham gap: 8.216 eV
* strongest force on any atom: 1.415 eV/Å
* net charge: +1
* E_LUMO: -4.396 eV